Formula: C26H78O26
Source: the OMol25 dataset
Level of theory: wB97M-V/def2-TZVPD

CARTESIAN COORDINATES (ANGSTROEM)
C: -22.2341 8.4767 -1.8211
C: -20.8379 8.6312 -2.5340
O: -20.7507 7.8576 -3.6997
O: -22.5405 7.1297 -1.5660
H: -23.0681 8.9754 -2.2897
H: -22.0713 9.0130 -0.9015
H: -20.0768 8.3223 -1.8393
H: -20.7550 9.6229 -2.8789
H: -21.5864 7.8250 -4.1643
H: -22.4414 6.6300 -2.4009
C: -22.3479 9.5789 -12.8729
C: -23.0034 10.5845 -11.9167
O: -22.4101 10.4715 -10.6032
O: -20.9527 9.4808 -12.5915
H: -22.4529 9.9076 -13.9043
H: -22.8749 8.6335 -12.7348
H: -24.0671 10.4900 -11.7948
H: -22.8188 11.6274 -12.2282
H: -21.5305 10.7768 -10.6954
H: -20.7625 8.7935 -11.9272
C: -22.6619 3.6909 -3.8243
C: -24.0055 4.1171 -4.4399
O: -24.0316 4.8037 -5.7145
O: -21.9466 4.7250 -3.2585
H: -21.9774 3.2204 -4.4846
H: -22.9834 2.9692 -3.0134
H: -24.5067 4.8694 -3.7546
H: -24.6260 3.2556 -4.5357
H: -23.5937 4.3226 -6.4000
H: -21.3586 5.0416 -3.9429
C: -18.8912 12.7839 -10.3888
C: -17.8986 11.7044 -9.9776
O: -18.0872 10.4210 -10.6648
O: -19.0916 12.9291 -11.8468
H: -18.5721 13.7996 -10.0324
H: -19.8227 12.5077 -9.9076
H: -17.9215 11.5151 -8.8893
H: -16.8915 12.1700 -10.1010
H: -17.9813 10.5239 -11.6354
H: -19.9438 12.4826 -11.9712
C: -18.0944 5.8865 -6.8342
C: -19.1294 6.1065 -5.7123
O: -19.9540 4.8809 -5.7188
O: -18.7466 5.6429 -8.1243
H: -17.5980 5.0038 -6.4747
H: -17.3544 6.6536 -6.9931
H: -19.8804 6.9122 -5.7738
H: -18.7986 6.2532 -4.6518
H: -19.2730 4.1813 -5.6372
H: -18.5204 6.3698 -8.6924
C: -25.7419 7.2479 -9.5920
C: -24.8817 6.2906 -10.4173
O: -25.1128 6.7165 -11.7367
O: -25.1812 8.5840 -9.5475
H: -25.9466 6.8951 -8.5366
H: -26.7071 7.2091 -10.0695
H: -25.3408 5.2924 -10.3115
H: -23.8357 6.2671 -10.0713
H: -24.6366 6.1401 -12.3750
H: -25.1954 8.9889 -10.4203
C: -26.2609 12.5314 -8.0500
C: -25.4181 13.5689 -7.3678
O: -24.1688 13.0989 -6.8708
O: -26.8830 11.7571 -7.0219
H: -25.6735 11.8675 -8.7321
H: -27.0194 12.9947 -8.6588
H: -26.0911 14.0406 -6.6590
H: -25.2285 14.2818 -8.0809
H: -24.2763 12.4000 -6.2136
H: -26.2251 11.2070 -6.6146
C: -18.2425 7.1817 -11.1805
C: -19.4760 6.2872 -11.2562
O: -20.7045 7.1082 -10.9472
O: -18.2955 7.8158 -9.8761
H: -18.1948 7.9793 -11.9032
H: -17.2520 6.6307 -11.2466
H: -19.3096 5.5301 -10.5026
H: -19.6569 5.8857 -12.2177
H: -20.4119 7.4929 -10.1102
H: -18.3149 8.7532 -9.9989
C: -19.6136 12.5230 -6.3415
C: -21.1368 12.4503 -6.4916
O: -21.4768 12.2749 -7.8558
O: -18.9228 11.3657 -6.6831
H: -19.5325 12.7844 -5.2563
H: -19.2050 13.3620 -6.9081
H: -21.5462 13.4440 -6.1046
H: -21.6654 11.6733 -5.8537
H: -22.4331 12.5010 -7.9017
H: -19.4295 10.8485 -7.3711
C: -18.1593 10.0291 -14.9216
C: -17.6298 11.4200 -15.0860
O: -18.5119 12.4159 -14.6322
O: -18.3445 10.0248 -13.5023
H: -17.4305 9.2794 -15.2326
H: -19.0849 9.8062 -15.3922
H: -17.2733 11.6659 -16.0701
H: -16.6461 11.3672 -14.6007
H: -18.5166 12.1644 -13.6462
H: -19.3248 9.9513 -13.2958
C: -22.0101 2.9608 -8.4719
C: -21.0873 2.6240 -9.5743
O: -19.6973 2.8045 -9.3621
O: -21.9871 4.3616 -8.2029
H: -21.8328 2.3739 -7.5453
H: -23.0166 2.6930 -8.8450
H: -21.3498 3.2895 -10.4034
H: -21.1816 1.5692 -9.9175
H: -19.5667 3.7314 -9.1320
H: -21.3616 4.6455 -7.5110
C: -24.1415 9.7349 -4.6618
C: -24.3700 8.2151 -4.7366
O: -23.2427 7.4524 -5.2152
O: -24.5989 10.4334 -5.8413
H: -23.0198 9.9428 -4.5246
H: -24.6564 10.1676 -3.8270
H: -25.2456 8.0159 -5.3224
H: -24.6399 7.8887 -3.7493
H: -23.4815 6.6429 -5.6393
H: -24.1551 9.9565 -6.6163
C: -20.8148 8.6780 -7.6774
C: -22.1496 7.9953 -8.0199
O: -23.2414 8.8909 -7.7431
O: -20.5433 9.7499 -8.5398
H: -19.9665 7.9851 -7.6368
H: -20.8281 9.0520 -6.5754
H: -22.1934 7.0240 -7.4627
H: -22.2872 7.7272 -9.0917
H: -23.8989 8.7798 -8.4775
H: -21.3747 10.2225 -8.4250

Forces on the atoms, in the same order (eV/Å):
C 1.8 -0.2 -0.1
C -2.6 -0.7 -0.1
O 0.9 -1.2 -0.2
O 0.0 -0.1 -0.3
H -0.2 0.3 -0.7
H -0.2 -0.1 0.8
H 0.4 0.0 0.1
H 0.5 1.7 0.3
H -0.7 0.1 -0.4
H 0.0 0.0 0.5
C -0.3 0.1 0.6
C 1.6 1.1 0.8
O -2.2 -0.6 -0.4
O 0.0 0.2 -0.4
H 0.0 0.0 -0.1
H 0.3 -0.3 -0.1
H -0.5 -0.4 -0.1
H -0.1 -0.3 -0.3
H 1.6 0.3 0.0
H -0.4 -0.2 0.0
C -1.8 -0.4 0.9
C 0.0 1.5 0.1
O 0.0 0.6 1.1
O 0.2 1.1 0.8
H 0.1 -1.1 -1.1
H 0.6 0.6 -0.7
H 0.6 -1.1 -0.5
H -0.6 -0.8 0.1
H 0.6 -0.7 -0.7
H 0.5 0.4 -0.2
C -0.2 0.5 -0.3
C 1.2 0.1 -0.4
O 0.2 1.5 0.3
O -0.2 -0.9 1.5
H -0.2 -1.1 -0.1
H -0.5 0.3 -0.1
H -0.5 0.0 -0.5
H -0.2 -0.9 -0.5
H 0.0 0.1 0.5
H 0.3 0.3 -0.4
C -1.4 0.4 -0.3
C -1.5 -0.1 0.6
O 1.0 0.1 0.2
O 0.2 -0.9 1.9
H 0.6 -0.7 -0.5
H 0.2 0.5 0.4
H 0.6 -0.2 -0.7
H 0.7 -0.2 -1.1
H -0.9 0.1 0.0
H 0.3 1.0 -0.5
C 0.4 -0.4 0.9
C -1.0 -0.3 1.1
O 1.1 -0.2 -1.5
O -0.6 -0.8 0.2
H 0.8 0.5 -1.0
H -0.5 0.5 -0.3
H 0.4 0.1 0.3
H -0.2 0.1 -0.4
H -0.4 0.6 0.7
H 0.0 -0.3 -0.1
C 0.6 -1.5 0.7
C -0.4 -1.3 0.3
O -0.1 0.5 -0.1
O -1.1 0.3 -0.9
H -0.1 0.5 0.4
H -0.5 0.2 0.0
H 0.3 0.0 0.8
H 1.1 2.0 -1.7
H -0.4 -0.2 0.0
H 0.7 -0.6 0.4
C 1.0 0.2 0.9
C -0.6 1.9 0.6
O 2.0 -1.1 -0.3
O 0.0 -2.1 -0.1
H -0.3 0.1 -0.6
H -1.3 0.2 0.0
H -0.6 -0.4 0.1
H 0.0 -0.6 -0.9
H -0.3 0.4 0.3
H 0.1 1.6 -0.2
C -1.4 0.4 1.1
C -0.5 1.0 0.7
O -1.0 0.2 0.0
O -0.2 -1.4 -0.6
H 0.7 -0.5 -0.6
H -0.3 0.3 -0.1
H 0.5 -1.0 -0.5
H 1.0 0.4 -0.5
H 0.5 -0.2 -0.1
H 0.4 0.7 0.7
C 0.5 0.6 1.0
C 1.2 0.1 -1.6
O 0.7 -1.2 2.2
O -1.7 -1.1 1.0
H 0.1 0.0 0.2
H -0.9 0.1 -0.6
H -0.6 0.1 -1.0
H -0.2 0.5 0.9
H -0.5 1.2 -1.7
H 1.2 -0.1 -0.3
C -0.4 -0.1 1.2
C 1.1 -0.6 -1.7
O -0.1 0.0 0.6
O -0.5 0.3 0.2
H 0.1 0.2 -0.4
H 0.2 0.3 0.3
H -0.4 -0.2 -0.2
H -0.2 0.6 0.3
H 0.2 0.2 0.2
H 0.1 -0.6 -0.2
C 1.8 -0.2 -1.3
C 0.4 -0.1 0.0
O 0.5 2.3 1.1
O 0.9 -1.0 -0.6
H -1.4 -0.3 -0.1
H -0.4 0.1 0.4
H -0.5 0.0 -0.7
H 0.1 -0.3 0.8
H -0.8 -1.2 -0.3
H -0.4 0.6 1.1
C -0.1 -0.5 2.0
C 0.0 -0.5 -0.1
O 0.1 -0.3 -0.3
O 0.1 -0.2 0.2
H -0.3 0.0 -0.7
H -0.4 -0.5 -1.5
H -0.3 0.8 -0.1
H 0.8 0.2 0.5
H 0.4 0.2 0.5
H -0.1 1.1 -0.6

ΔE to the lowest compared entry with this formula, charge and spin = 105.8 kJ/mol
HOMO energy = -9.746 eV
LUMO energy = 0.281 eV

Results of the Löwdin charge analysis, in e, for atoms 1 through 99:
1. C -0.230
2. C -0.200
3. O -0.086
4. O -0.060
5. H 0.084
6. H 0.110
7. H 0.119
8. H 0.094
9. H 0.033
10. H 0.053
11. C -0.184
12. C -0.186
13. O -0.066
14. O -0.093
15. H 0.122
16. H 0.113
17. H 0.103
18. H 0.122
19. H 0.035
20. H 0.068
21. C -0.248
22. C -0.177
23. O -0.082
24. O -0.050
25. H 0.101
26. H 0.142
27. H 0.146
28. H 0.099
29. H 0.048
30. H 0.056
31. C -0.181
32. C -0.177
33. O -0.088
34. O -0.079
35. H 0.138
36. H 0.092
37. H 0.109
38. H 0.124
39. H 0.067
40. H 0.078
41. C -0.158
42. C -0.174
43. O -0.111
44. O -0.081
45. H 0.106
46. H 0.124
47. H 0.086
48. H 0.130
49. H 0.100
50. H 0.014
51. C -0.183
52. C -0.247
53. O -0.077
54. O -0.074
55. H 0.144
56. H 0.112
57. H 0.124
58. H 0.114
59. H 0.112
60. H 0.088
61. C -0.229
62. C -0.231
63. O -0.065
64. O -0.067
65. H 0.127
66. H 0.112
67. H 0.127
68. H 0.089
69. H 0.061
70. H 0.025
71. C -0.170
72. C -0.129
73. O -0.089
74. O -0.099
75. H 0.095
76. H 0.146
77. H 0.089
78. H 0.111
79. H 0.044
80. H 0.029
81. C -0.267
82. C -0.246
83. O -0.094
84. O -0.081
85. H 0.126
86. H 0.114
87. H 0.134
88. H 0.124
89. H 0.081
90. H 0.063
91. C -0.200
92. C -0.290
93. O -0.064
94. O -0.138
95. H 0.121
96. H 0.112
97. H 0.110
98. H 0.122
99. H 0.077

***

Formula: C2H5Cl2NO2S
Source: the OMol25 dataset
Level of theory: wB97M-V/def2-TZVPD

CARTESIAN COORDINATES (ANGSTROEM)
C: 0.9679 0.4927 1.6004
N: 1.2249 0.2928 0.2010
S: 0.3363 -0.8151 -0.6199
O: 0.9189 -0.9874 -1.9109
O: 0.1172 -1.9402 0.2393
C: -1.7438 -0.0858 -1.0719
Cl: -1.5251 1.6309 -1.2279
Cl: -2.1671 -0.8860 -2.5253
H: 0.4252 1.4173 1.8085
H: 0.3837 -0.3626 1.9346
H: 1.9124 0.5016 2.1489
H: 1.5187 1.0820 -0.3506
H: -2.3693 -0.3402 -0.2262

Forces on the atoms, in the same order (eV/Å):
C -0.1 0.1 0.7
N -0.5 -0.4 -0.8
S -2.2 0.1 -0.5
O 0.1 0.4 -0.2
O 0.0 0.1 0.3
C 3.1 -0.5 0.7
Cl -0.2 0.4 0.0
Cl -0.2 -0.1 -0.1
H 0.0 0.0 -0.1
H 0.1 0.1 0.2
H -0.1 0.0 0.0
H 0.0 0.0 -0.2
H 0.0 -0.1 0.0

ΔE to the lowest compared entry with this formula, charge and spin = 60.1 kJ/mol
HOMO energy = -9.691 eV
LUMO energy = 0.217 eV

Atom-resolved charges from natural (NBO), all expressed in e:
1. C -0.430
2. N -0.844
3. S 2.195
4. O -0.910
5. O -0.932
6. C -0.442
7. Cl 0.006
8. Cl 0.070
9. H 0.195
10. H 0.237
11. H 0.210
12. H 0.418
13. H 0.227

***

Formula: CH2N4O
Source: the OMol25 dataset
Level of theory: wB97M-V/def2-TZVPD

CARTESIAN COORDINATES (ANGSTROEM)
H: 2.5672 0.7873 0.2193
N: 2.0473 -0.1561 -0.0541
C: 0.7635 0.0408 0.0454
N: -0.0544 -1.2119 -0.0004
N: -1.2597 -0.8490 0.0066
O: -1.3958 0.5925 -0.0043
N: -0.1476 1.1004 -0.0090
H: -0.0810 2.0445 -0.0575

Forces on the atoms, in the same order (eV/Å):
H -1.2 -2.3 -1.2
N -0.8 3.6 1.9
C 1.8 -1.3 -1.3
N -2.6 3.5 0.2
N 2.0 0.0 -0.2
O -1.5 -1.5 0.2
N 1.9 -5.1 0.6
H 0.4 3.0 -0.1

ΔE to the lowest compared entry with this formula, charge and spin = 345.1 kJ/mol
HOMO energy = -9.344 eV
LUMO energy = 0.014 eV

Atom-resolved charges from natural (NBO), all expressed in e:
1. H 0.339
2. N -0.678
3. C 0.444
4. N -0.153
5. N 0.171
6. O -0.202
7. N -0.336
8. H 0.416